Entry 1:
# C24H72O24

A 12-piece molecular cluster, C24H72O24 overall in a non-equilibrium geometry (ωB97M-V/def2-TZVPD, the OMol25 dataset).

The maximum force is 3.70 eV/Å. The charge is 0. The value obtained for the orbital gap is 10.064 eV. As for the SMILES: OCCO.OCCO.OCCO.OCCO.OCCO.OCCO.OCCO.OCCO.OCCO.OCCO.OCCO.OCCO. For the relative energy (zero: lowest compared OMol25 entry of this formula, charge and spin), the calculation gives 178.5 kcal/mol.

Structure (XYZ):
```
120
Properties=species:S:1:pos:R:3:forces:R:3:lowdin_charge:R:1
H -3.7630 -8.3886 -7.7757 -0.11 -0.94 0.54 0.12
H -2.4620 -9.0226 -5.5469 0.65 0.02 0.22 0.12
H -11.1302 -1.0670 -3.8784 0.33 0.18 0.46 0.13
C -9.2165 -3.7119 4.9242 -0.02 0.35 0.84 -0.24
H -10.4208 -3.2562 -5.5838 0.04 -0.42 -0.31 0.13
C -0.3512 0.5104 0.9843 -0.59 -0.27 -0.73 -0.23
H -1.2403 5.4994 -4.1763 -0.28 0.54 0.32 0.07
H -0.4884 0.8963 1.9944 0.30 -0.29 0.20 0.12
H 8.2007 -1.1184 -5.0900 -0.03 -0.41 -0.15 0.12
O -0.0788 1.6530 0.1643 0.08 -0.41 0.01 -0.07
C 3.5791 7.0303 9.3586 0.61 1.24 -0.85 -0.25
H -2.3827 -7.2325 -9.2054 -0.14 -0.33 0.06 0.07
H 7.8176 -3.4959 -6.3396 0.44 0.21 -0.12 0.11
C 4.8075 10.4559 1.1488 -0.03 1.62 -0.07 -0.26
H -1.5364 5.8407 -1.6929 0.02 -0.05 0.06 0.08
H 5.8289 -3.5242 7.7321 -0.34 0.07 0.42 0.11
C 7.1804 -2.6192 -6.4559 0.51 1.32 0.81 -0.24
H -3.2423 6.8415 -4.7707 0.39 1.14 0.77 0.11
H -0.1675 -1.8279 -5.1061 0.10 -0.01 0.35 0.08
O -3.7852 -7.6092 -5.5816 -1.40 1.72 0.79 -0.06
C 2.2961 6.2816 9.0187 0.08 0.32 0.71 -0.24
H -3.6150 5.2658 -2.2432 0.36 -0.01 0.91 0.11
H 5.5940 4.5962 2.6268 0.80 0.12 -0.38 0.07
C 0.3455 -6.7522 2.0515 0.31 1.60 -0.80 -0.33
O 6.2458 -0.6483 -5.3543 0.65 0.60 -0.27 -0.10
O -10.8191 -1.3465 -6.1549 -0.41 0.35 -1.08 -0.04
H 5.3755 10.0720 0.3015 0.82 -0.85 0.61 0.11
C -0.0880 -2.1174 -6.9753 -0.75 -0.28 0.39 -0.25
H 0.6804 1.4279 -0.3784 -0.07 0.16 -0.15 0.08
O -8.6822 -3.8506 7.3485 2.03 -0.48 0.80 -0.03
C -3.2552 6.2392 -2.5764 0.68 -0.35 -0.26 -0.21
C -1.4802 -1.4890 -7.2243 1.99 0.11 -1.42 -0.27
H 3.9707 -1.4908 6.2638 0.74 0.79 0.21 0.12
H 0.4597 -0.2128 0.8982 0.04 -0.02 0.33 0.12
H 2.2550 5.4202 7.1870 0.17 -0.15 0.21 0.08
H 3.2568 -2.6468 7.1402 0.21 -0.82 0.96 0.11
O 7.5458 -1.8628 -7.5933 0.28 -0.56 -0.51 -0.07
O 1.2355 -7.4743 2.7986 1.32 -1.20 1.27 -0.04
H 4.2260 11.1699 0.5656 -0.39 0.75 0.44 0.10
C -2.5655 -8.0426 -6.0128 0.41 -2.38 -1.25 -0.28
H 8.0094 4.2401 3.3388 -0.03 0.47 -0.58 0.11
H -8.1311 -3.0729 7.2338 0.47 0.00 0.35 0.09
H -9.4714 -3.1707 -3.2757 0.68 0.01 0.06 0.09
H 5.8022 -4.5631 5.8005 0.04 0.07 0.03 0.08
O 5.9278 3.8427 3.1191 0.89 -0.86 0.71 -0.09
C -10.8046 -2.1008 -3.9946 -0.96 0.60 3.52 -0.31
H -10.1076 -2.7527 6.5990 -0.78 0.11 -0.30 0.12
H 6.1797 -3.0391 -6.5579 -0.32 0.21 0.16 0.11
H 1.7793 -6.8686 3.3074 0.11 -0.10 0.09 0.09
H -1.4979 -7.9588 3.0979 0.18 -0.07 0.02 0.08
H 0.5986 -1.8633 -7.7828 -0.15 -0.05 -0.10 0.12
H -10.1387 -3.6902 4.3435 0.03 -0.54 -0.19 0.12
O 4.4963 -1.3094 8.2776 -0.75 1.28 -0.36 -0.07
H 6.5527 12.8075 1.3834 -0.07 -0.08 0.06 0.07
C -9.6363 -3.7138 6.3938 -2.06 0.94 -1.29 -0.32
H 6.3525 -2.3507 6.5472 -0.16 0.78 0.50 0.12
O -9.4558 -2.2811 -3.6363 0.56 0.10 0.07 -0.04
H -1.7757 -7.3494 -5.7236 0.37 -0.20 -0.35 0.13
C 5.4986 -2.9471 6.8685 -0.88 0.32 -0.45 -0.25
C 7.3366 3.4937 2.9166 -1.56 -0.20 -0.43 -0.21
H -4.1383 5.5681 -4.4523 0.06 -1.07 0.59 0.11
H -1.7353 -1.7211 -8.2583 -0.66 -0.56 0.11 0.11
H -0.7011 -7.1415 0.4091 -1.85 -0.17 -0.03 0.11
H 4.7287 -1.7668 9.0890 -0.20 -0.64 -0.40 0.09
H -3.8009 -6.7526 -6.0146 -1.01 0.52 0.27 0.09
H 3.7464 7.1502 10.4290 -0.41 -0.44 0.12 0.12
O 7.1490 4.4536 0.7756 0.78 -1.27 0.20 -0.10
H -8.2989 -2.3508 3.7274 -0.18 -0.47 -0.05 0.08
H 5.3674 -1.0287 -5.4274 0.07 -0.32 0.10 0.08
O -1.9648 6.6327 -2.0258 -1.06 -0.42 -0.52 -0.07
H 6.8901 2.3919 1.0571 -0.20 0.01 0.28 0.11
H -3.9830 6.9858 -2.2585 0.03 0.05 -0.32 0.12
C 4.1978 -2.0966 7.1410 1.95 -0.81 0.01 -0.22
H 1.4188 6.7683 9.4446 0.30 0.24 0.38 0.12
C 7.5490 3.1811 1.4193 -0.59 1.59 0.58 -0.19
H -12.0899 -2.8902 -5.4461 -0.33 0.77 -0.36 0.13
H -9.8638 -1.3253 -6.2473 0.07 0.16 -0.09 0.09
H 5.2688 12.0173 2.7555 -0.65 -0.76 0.38 0.11
O 4.7898 6.4274 8.8595 -0.94 -0.14 0.23 -0.07
C -0.6280 -7.6565 1.3670 0.15 0.49 1.01 -0.22
H -2.0979 -0.7933 1.3929 0.49 0.48 0.99 0.11
O -1.8029 -7.8815 2.1910 0.42 0.11 -1.60 -0.06
O 0.4804 -1.6342 -5.7875 0.32 0.82 0.67 -0.08
H 0.8416 -6.1842 1.2645 0.58 -0.10 -0.42 0.11
H -2.7002 -1.2164 -0.6708 -0.03 0.15 0.16 0.08
O 3.9527 9.5627 1.8022 0.07 -0.53 0.72 -0.06
H 2.4832 5.3976 9.6284 -0.73 -1.12 -0.91 0.12
H -2.1546 -9.2162 -7.8466 0.14 0.05 -0.07 0.11
H 6.9382 -2.2346 -4.3495 0.80 -0.22 0.42 0.10
C -1.6969 -0.1194 0.6358 -0.99 -0.59 0.14 -0.24
H 4.5947 6.1664 7.9564 0.20 0.02 -0.26 0.07
H 7.6584 4.5381 -0.0338 -0.05 0.07 -0.11 0.07
H -11.3815 -2.7095 -3.2984 -0.45 0.03 0.12 0.12
C -3.2118 6.0020 -4.0761 0.86 0.97 -1.91 -0.24
O -2.3196 -7.1337 -8.2526 0.72 0.06 0.59 -0.10
C 7.2650 -1.6626 -5.2179 -2.40 -0.85 -0.63 -0.20
O -8.4948 -2.5149 4.6528 0.39 0.09 0.65 -0.07
H -0.0299 -5.9259 2.6552 -1.11 -0.19 0.12 0.13
O -2.4697 -1.8208 -6.2973 0.06 -0.01 0.20 -0.04
H -10.3579 -4.5233 6.5045 -0.10 0.01 0.10 0.12
C -11.1022 -2.4434 -5.3324 0.47 -1.78 -2.38 -0.30
O 5.2306 -3.7920 5.7893 -0.61 -1.06 -0.92 -0.08
H 3.5242 8.0553 8.9921 -0.01 0.20 -0.32 0.11
H 3.4075 9.0414 1.2085 0.16 0.18 -0.24 0.09
H -0.1174 -3.1948 -6.8122 -0.41 -0.33 -0.82 0.12
H -8.6336 -4.6307 4.8609 0.24 -0.01 -0.91 0.12
H -1.2760 -0.4210 -7.3002 -0.24 0.34 0.47 0.12
O -1.7850 -0.9693 -0.5191 1.07 0.76 -0.58 -0.08
C 5.7276 11.1906 2.2132 0.11 0.24 -2.61 -0.16
H -2.4575 -1.1216 -5.6396 -0.25 -0.04 0.16 0.09
O 6.7801 11.8768 1.4439 -0.26 -0.96 0.54 -0.10
H -2.3680 0.7384 0.5950 -0.31 0.05 -0.40 0.11
O 1.9222 6.2040 7.6302 0.74 -0.17 0.67 -0.06
C -2.7041 -8.3322 -7.5231 0.36 1.49 -0.79 -0.20
H 8.5663 2.8647 1.1890 0.20 0.40 0.01 0.11
H -0.0944 -8.5684 1.0989 -0.12 -0.36 0.36 0.12
H 6.1424 10.4025 2.8417 0.23 0.40 0.16 0.11
O -2.0816 5.2371 -4.5572 -1.05 -0.83 0.39 -0.08
H 6.7698 -1.4605 -7.9903 -0.02 0.04 0.20 0.08
H 7.5060 2.6357 3.5672 -0.25 -0.32 -0.28 0.11
```
Forces are in eV/Å.

Entry 2:
# C24H73N12O5P4Y

C24H73N12O5P4Y as an isolated structure in a non-equilibrium geometry (ωB97M-V/def2-TZVPD, the OMol25 dataset).

The maximum force is 5.45 eV/Å. The charge is +2. The value obtained for the orbital gap is 3.896 eV. For the relative energy (zero: lowest compared OMol25 entry of this formula, charge and spin), the calculation gives 17.3 kcal/mol.

Structure (XYZ):
```
119
Properties=species:S:1:pos:R:3:forces:R:3:lowdin_charge:R:1
H -2.5820 -1.7297 -2.8191 -0.26 -0.17 0.09 0.10
C -1.9506 -0.6366 5.8587 0.23 -0.16 0.52 -0.09
H -4.8576 -3.5328 -0.3259 -0.34 -0.11 0.22 0.08
O -3.8059 0.5071 0.1674 1.43 2.07 -0.09 -0.41
H -2.6197 4.5492 4.7844 -0.52 -0.12 0.21 0.09
H 0.2876 -1.1079 4.4477 0.03 0.04 0.17 0.08
H -0.1842 -1.8451 -4.9440 0.03 -0.23 0.14 0.08
H 4.2550 1.9667 -3.2127 -0.05 0.17 -0.17 0.08
P -1.3468 1.2692 4.0481 0.05 -0.21 1.54 0.51
C 3.4927 1.2549 -3.5115 -0.49 -1.28 0.38 -0.12
C -2.9954 -0.8806 -2.2738 0.57 0.56 -0.11 -0.11
H 5.1865 -2.9931 3.6788 0.14 0.28 0.40 0.08
C -6.1909 1.7582 -1.1054 0.44 -0.09 -0.33 -0.09
C -6.3948 -1.6713 1.4929 0.11 -0.01 0.07 -0.08
H 0.4212 0.3299 -7.7673 -0.25 0.00 0.08 0.08
H 4.2632 2.7627 -5.4289 0.02 0.05 0.03 0.09
H 3.3326 -3.4360 1.8871 -0.15 0.07 -0.01 0.08
H 0.6940 1.9070 -8.2958 -0.40 0.54 0.11 0.09
H 0.8177 1.1398 -2.8421 0.18 -0.07 0.02 0.06
N 6.1285 -1.6341 2.3768 0.65 0.34 0.21 -0.30
H -4.5166 -2.8703 -2.8718 0.10 0.23 -0.31 0.10
H 5.8296 0.6762 -1.6337 0.03 -0.02 0.16 0.08
C 7.5243 0.1782 0.3404 0.12 -0.65 0.33 -0.08
C 5.9235 -0.3987 -1.4254 0.36 0.72 -0.16 -0.12
H 3.0092 3.8220 -4.7008 0.24 0.10 -0.07 0.08
H -2.9540 -0.0294 -2.9688 -0.13 -0.08 -0.03 0.08
C 3.3380 -0.9148 0.3956 0.51 -0.82 -0.32 -0.12
H -7.1130 2.2569 -0.8188 0.05 0.13 -0.01 0.10
P 1.7729 0.7065 -5.4979 -0.10 -0.14 0.35 0.48
H -3.7115 0.2497 3.1086 0.32 0.03 -0.06 0.06
C -3.3750 -0.4295 3.8895 -0.67 -1.09 -0.05 -0.09
H 2.7408 3.0401 -6.2581 -0.09 -0.08 0.03 0.08
H 4.7066 -0.4419 3.4003 0.11 0.03 0.27 0.07
H 0.7109 2.8673 5.4433 -0.30 0.14 -0.28 0.08
H 1.4524 -1.9595 -5.5393 0.32 -0.26 0.28 0.08
H -1.1768 1.9418 -5.0871 -0.13 0.21 -0.23 0.07
C 0.4607 0.1592 -3.1520 -0.85 0.01 0.14 -0.16
H 1.0586 2.7414 3.6880 0.25 0.04 0.02 0.09
C 0.1343 1.3611 -7.5320 0.99 -1.10 -0.42 -0.09
H -2.2987 -0.6677 -1.4606 -0.03 -0.09 -0.05 0.04
H -5.3376 2.2158 -0.6048 -0.24 0.13 0.28 0.05
H 7.7163 0.9646 -0.3839 -0.05 -0.02 -0.08 0.09
H 2.6466 -1.1133 -0.4384 -0.16 -0.01 0.14 0.07
H 2.7636 -0.7931 1.3218 -0.01 0.54 -0.05 0.06
C 0.8109 -0.2156 4.1192 0.67 -0.13 -0.88 -0.08
H 6.8874 -2.5373 4.1066 -0.05 -0.11 0.10 0.09
H -0.5202 3.4155 -5.8688 0.00 -0.01 -0.04 0.09
C 3.1944 2.9139 -5.2779 -0.26 -0.01 0.27 -0.09
C -7.5142 -0.3151 -1.1302 0.23 0.08 -1.05 -0.06
N -5.2196 -1.6445 0.6174 -0.84 -0.20 0.39 -0.28
H 0.8903 -0.2554 3.0215 -0.33 0.06 0.05 0.07
H -0.9432 1.4276 -7.6588 -0.03 0.33 0.17 0.08
H 6.7000 -0.7550 -2.1069 -0.31 -0.36 -0.16 0.10
H -2.8421 2.5320 6.7179 -0.07 0.54 -0.01 0.10
N -2.1361 -0.0520 4.5416 -0.45 -0.58 -0.38 -0.29
H 4.2409 -4.1195 0.5162 0.00 -0.04 0.19 0.08
O -0.6031 0.3614 0.0338 -1.64 2.31 -0.15 -0.40
N 0.1722 1.0144 4.5927 0.32 0.22 -0.39 -0.29
H -7.4605 -0.6079 -2.1838 -0.02 -0.18 0.08 0.08
H 6.4727 -3.6743 2.7808 0.44 0.21 -0.09 0.08
N 0.5958 1.6518 -6.1783 -0.06 0.43 -0.18 -0.31
H -2.7162 -0.2848 6.5559 -0.03 -0.09 -0.03 0.09
H -1.2592 1.9089 6.7276 0.25 0.10 -0.21 0.08
H 1.0691 -2.2897 -3.7642 0.29 -0.25 -0.19 0.08
H -8.3300 0.4060 -1.1118 -0.01 -0.02 0.51 0.10
C -5.1478 -2.0513 -2.5206 0.03 -0.35 -0.16 -0.09
C 5.7410 -0.3989 3.0317 0.09 0.01 -0.55 -0.12
C -1.8538 2.7094 6.2835 -0.10 -1.15 0.52 -0.09
H -3.5503 3.3116 3.7831 -0.29 0.59 0.08 0.08
H -3.2712 -1.4426 3.4789 0.06 0.20 -0.31 0.09
H -3.4585 -2.7543 0.3224 -0.03 0.06 0.11 0.09
H -1.9748 -1.7285 5.8303 -0.20 0.03 -0.23 0.10
H 4.9386 -0.8074 -1.6285 0.21 -0.50 -0.11 0.06
C 6.1934 -2.7572 3.2979 -0.52 -0.48 -0.39 -0.11
H 7.3981 0.6304 1.3211 0.07 0.14 -0.04 0.06
H -0.6393 0.2408 -3.2533 0.04 0.02 -0.05 0.06
Y -1.9716 1.8952 0.3345 1.23 -5.00 1.77 1.80
H 8.3971 -0.4764 0.4090 0.09 0.11 -0.17 0.10
C 1.0342 2.2061 4.6384 0.06 0.03 0.74 -0.07
H -1.9589 4.0051 3.3070 -0.24 -0.07 -0.15 0.06
N -1.9040 2.5747 4.8354 0.11 1.48 -0.27 -0.30
H -4.5780 -3.4802 1.4430 -0.26 0.06 0.04 0.09
H -5.9907 1.9093 -2.1737 -0.36 -0.11 -0.05 0.10
H 3.9382 -0.0663 0.0807 -0.27 0.43 0.56 0.06
C -4.5223 -2.9211 0.5130 1.00 0.03 -0.43 -0.07
N -6.2665 0.3458 -0.7387 -0.09 0.92 1.08 -0.29
N 1.0771 -0.2902 -4.3563 0.70 -0.34 0.15 -0.29
H -5.6168 -1.5288 -3.3537 -0.11 -0.31 -0.14 0.10
C -2.5887 3.6745 4.1436 0.99 -0.55 -0.46 -0.08
H 0.6039 -0.5714 -2.3462 0.28 0.10 0.02 0.07
H -7.1773 -2.2964 1.0575 0.03 -0.14 0.20 0.09
H 2.9249 0.9528 -2.6217 0.04 0.37 0.06 0.06
N 6.3300 -0.5809 -0.0426 -0.61 0.88 0.44 -0.31
H 6.4591 -0.1874 3.8265 -0.29 -0.08 0.28 0.09
H 2.0329 1.9292 4.9722 0.07 -0.24 -0.45 0.10
C -0.2567 2.4854 -5.3642 -0.31 -0.36 0.33 -0.13
H 3.9608 0.3072 -3.8071 0.33 0.30 -0.25 0.09
H -0.0684 -0.4389 -0.0030 -0.10 0.27 0.02 0.01
H 1.8589 -0.2474 4.4157 -0.18 0.00 0.54 0.09
H -6.8093 -0.6782 1.6511 0.12 0.04 -0.04 0.09
N 4.2357 -2.0480 0.5247 -0.29 0.05 -0.42 -0.31
P 5.8912 -1.9529 0.7680 0.11 0.25 -0.36 0.49
O 2.5347 -0.0638 -6.4857 -0.18 -0.18 -0.28 -0.25
H -1.4147 3.6510 6.6055 -0.18 0.14 -0.11 0.10
P -4.8689 -0.4227 -0.3847 -0.93 -1.41 -0.90 0.53
C 0.8709 -1.7004 -4.6599 -0.89 0.67 -0.32 -0.08
H -5.8905 -2.5844 -1.9265 -0.22 0.52 0.17 0.08
N 2.6010 1.7735 -4.5429 0.44 0.85 -0.18 -0.30
C 3.5811 -3.3089 0.8274 0.37 -0.14 -0.61 -0.11
H 0.2217 2.7192 -4.4134 0.25 0.17 -0.15 0.06
H 2.6877 -3.3842 0.2008 -0.14 -0.06 0.21 0.08
H -4.2185 -0.5427 4.5811 0.26 0.41 0.30 0.10
O -1.5321 1.4619 2.5599 -0.72 1.11 -2.02 -0.40
H -0.9773 -0.3776 6.2683 -0.02 0.13 -0.06 0.08
H -7.7408 -1.1910 -0.5367 -0.04 0.08 0.10 0.07
N -4.3288 -1.1220 -1.7593 1.12 -0.16 0.29 -0.29
H 5.8196 0.4446 2.3483 -0.24 -0.06 -0.10 0.06
O 6.5923 -3.1615 0.3247 -0.28 -0.64 0.33 -0.26
H -6.0926 -2.0848 2.4539 -0.14 0.00 0.06 0.09
```
Forces are in eV/Å.

Q: Which formula does entry 1 have?
A: C24H72O24

Q: Among the records above, which one has the lowest maximum force?
A: C24H72O24

Q: The highest relative energy (zero: lowest compared OMol25 entry of this formula, charge and spin) belongs to which entry?
A: C24H72O24

Q: What is the formula in the first record?
A: C24H72O24